Here is a structure of composition C6H9CeNO5 in a non-equilibrium geometry from the OMol25 dataset. Energies are from ωB97M-V with the def2-TZVPD basis set.

```
22
Properties=species:S:1:pos:R:3
Ce -1.148 -0.317 -1.831
O 1.119 -1.356 -1.528
C 1.581 -1.385 -0.148
C 1.290 -0.023 0.497
N -0.155 0.266 0.422
C -0.478 1.708 0.423
C -0.082 2.326 -0.985
O 0.630 3.285 -1.044
O -0.587 1.688 -1.999
C -1.036 -0.537 1.337
C -1.944 -1.043 0.210
O -1.499 -2.007 -0.477
O -2.746 -0.216 -0.295
H 1.401 -2.203 -1.918
H 2.667 -1.556 -0.136
H 1.056 -2.202 0.373
H 1.813 0.758 -0.080
H 1.668 -0.014 1.528
H 0.061 2.261 1.207
H -1.568 1.830 0.551
H -1.552 0.088 2.073
H -0.490 -1.349 1.820
```

## Properties
E_tot	-31019.69744	eV
spin multiplicity	2
total charge	+1
HOMO (spin up / spin down)	-13.3 / -13.4	eV

Mulliken atomic charge list, values in e, 8 entries: atom 1 (Ce): 1.42, atom 2 (O): -0.49, atom 3 (C): -0.43, atom 4 (C): -0.71, atom 5 (N): -0.21, atom 6 (C): -0.55, atom 7 (C): 0.54, atom 8 (O): -0.53